Computed, not measured: C3H6N4 as an isolated structure at a distorted geometry, with wB97M-V/def2-TZVPD.

The geometry in XYZ format:
```
13
Properties=species:S:1:pos:R:3:forces:R:3
C -1.72333 -0.43933 0.29010 -1.70 0.35 2.07
C -0.21237 1.43702 -0.17577 2.12 2.64 1.45
C 1.63119 0.18543 -0.19323 -1.82 -2.06 3.12
H -2.68035 0.07220 -0.33060 1.64 -2.11 2.66
H -1.47865 0.01886 1.56939 -1.31 -1.65 -3.88
H -1.62713 -1.92624 0.43950 -0.49 5.06 -0.98
H -0.68477 2.59556 -0.02890 0.36 -4.05 -0.65
H 2.83809 -1.22695 -0.11902 0.02 -1.33 0.03
H 0.33357 -1.35202 -0.94749 0.68 -2.17 -1.97
N -0.68512 0.17584 -0.53931 0.89 -1.45 0.81
N 1.06680 1.44358 0.11047 -0.51 0.86 -1.41
N 2.74383 -0.29075 0.18724 0.79 2.53 -1.25
N 0.47825 -0.69320 -0.26238 -0.65 3.40 0.00
```
Positions in Å, forces in eV/Å.

Calculated values
* HOMO energy: -8.821 eV
* maximum force: 5.18 eV/Å
* charge: 0
* orbital gap: 8.9517 eV
* ΔE to the lowest compared entry with this formula, charge and spin: 6.230 eV